# 1
C39H31N5ORuS5 as an isolated structure. Source: OMol25; level of theory: ωB97M-V/def2-TZVPD.

Calculated values
ΔE to the lowest compared entry with this formula, charge and spin = 0.1655 eV
E_tot = -107205.46682 eV
HOMO (alpha / beta) = -4.831 / -4.778 eV
Kohn-Sham gap (alpha / beta) = 6.881 / 6.811 eV

```
! wB97M-V def2-TZVPD RIJCOSX def2/J DEFGRID3
* xyz -1 2
Ru 1.605 -1.150 0.909
C -2.740 3.836 -0.672
C -3.523 3.032 0.324
C -4.831 3.360 0.643
C -5.560 2.630 1.573
C -4.959 1.562 2.219
C -3.648 1.220 1.933
C -2.932 1.934 0.971
N -1.599 1.635 0.651
C -0.947 0.429 0.758
N -1.722 -0.660 0.663
C -1.354 -2.031 0.712
C -0.015 -2.408 0.814
C 0.211 -3.786 0.851
C -0.806 -4.720 0.743
C -2.119 -4.295 0.612
C -2.416 -2.940 0.603
C -3.837 -2.473 0.446
N 0.357 0.412 0.899
C 0.985 1.696 1.075
C 1.653 2.254 -0.006
C 2.309 3.466 0.134
C 2.277 4.121 1.356
C 1.594 3.561 2.426
C 0.935 2.343 2.314
C 0.213 1.743 3.481
H -3.385 4.541 -1.194
H -2.262 3.188 -1.409
H -1.947 4.413 -0.188
H -5.289 4.204 0.142
H -6.583 2.900 1.795
H -5.503 0.996 2.964
H -3.173 0.410 2.469
H -0.989 2.416 0.460
H -2.669 -0.465 0.383
H 1.232 -4.140 0.977
H -0.579 -5.779 0.767
H -2.925 -5.013 0.520
H -4.512 -3.326 0.379
H -3.972 -1.881 -0.466
H -4.170 -1.857 1.286
H 1.697 1.696 -0.929
H 2.859 3.878 -0.702
H 2.798 5.061 1.483
H 1.587 4.069 3.383
H 0.511 2.237 4.405
H 0.439 0.681 3.573
H -0.871 1.850 3.378
S 1.787 -1.697 3.165
C 3.334 -0.858 3.206
S 3.746 -0.171 1.683
C 4.106 -0.782 4.353
C 3.673 -1.353 5.577
N 3.333 -1.818 6.576
C 5.352 -0.109 4.367
N 6.361 0.448 4.400
O 2.106 -1.127 -1.023
C 1.667 -1.115 -2.333
C 2.507 -0.067 -3.052
C 2.394 0.476 -4.299
C 3.435 1.393 -4.590
C 4.309 1.520 -3.552
S 3.881 0.535 -2.223
C 1.916 -2.484 -2.958
C 2.195 -3.628 -2.277
C 2.299 -4.765 -3.122
C 2.098 -4.460 -4.430
S 1.790 -2.788 -4.649
C 0.181 -0.788 -2.489
C -0.424 0.429 -2.653
C -1.833 0.338 -2.759
C -2.274 -0.952 -2.689
S -0.985 -2.051 -2.475
H 1.590 0.238 -4.981
H 3.525 1.930 -5.522
H 5.184 2.146 -3.504
H 2.310 -3.642 -1.206
H 2.517 -5.761 -2.766
H 2.132 -5.121 -5.280
H 0.129 1.353 -2.722
H -2.483 1.186 -2.918
H -3.289 -1.305 -2.767
*
```

Löwdin atomic charge list, values in e, 5 entries: number 1, Ru, carries 0.9227; number 2, C, carries -0.0355; number 3, C, carries -0.2087; number 4, C, carries -0.0523; number 5, C, carries -0.0946

=====

# 2
C39H32As2I2N4NiO9 as an isolated structure in a non-equilibrium geometry. Source: OMol25; level of theory: ωB97M-V/def2-TZVPD.

Calculated values
E_tot = -244267.32962 eV
HOMO (alpha / beta) = -7.235 / -7.222 eV
Kohn-Sham gap (alpha / beta) = 5.574 / 5.558 eV

```
! wB97M-V def2-TZVPD RIJCOSX def2/J DEFGRID3
* xyz 0 3
Ni 12.627 16.111 9.749
I 12.601 16.571 14.873
C 14.231 16.199 13.639
C 15.551 16.031 14.059
C 16.571 15.669 13.170
I 18.464 15.241 14.023
C 16.309 15.576 11.745
C 17.261 15.248 10.716
C 16.773 14.977 9.459
C 15.417 15.166 9.156
N 14.534 15.649 10.026
C 14.969 15.790 11.328
C 13.915 16.110 12.252
O 12.738 16.323 11.755
H 15.749 16.133 15.121
H 18.301 15.171 10.972
H 17.459 14.711 8.658
H 14.991 14.887 8.203
N 5.921 23.557 10.449
C 6.776 22.780 10.260
C 7.791 21.830 10.092
C 7.822 20.744 10.949
C 8.734 19.716 10.749
C 9.678 19.807 9.746
C 9.756 20.981 8.958
C 8.794 21.962 9.115
C 10.590 18.629 9.482
C 10.055 17.311 9.568
C 8.679 16.949 9.776
C 8.577 15.561 9.756
C 9.876 15.100 9.692
N 10.776 16.097 9.543
C 11.985 18.812 9.191
C 12.748 20.007 9.350
C 14.048 19.761 8.899
C 14.100 18.405 8.518
N 12.885 17.782 8.761
H 7.045 20.584 11.692
H 8.756 18.846 11.437
H 10.526 21.111 8.190
H 8.830 22.854 8.504
H 7.905 17.677 9.880
H 7.677 14.963 9.864
H 10.154 14.026 9.665
H 12.368 20.937 9.743
H 14.887 20.460 8.857
H 14.961 17.891 8.081
C 11.255 12.185 15.307
O 10.936 12.146 13.884
C 11.960 12.322 12.999
O 13.105 12.497 13.399
C 11.573 12.129 11.580
C 10.352 11.726 11.203
As 10.325 10.338 9.793
C 11.606 8.969 10.608
C 11.538 11.101 8.468
C 11.917 12.412 8.473
As 12.590 13.083 10.181
C 14.177 11.759 10.304
C 12.303 13.110 7.224
O 13.389 13.669 7.132
O 11.402 13.186 6.233
C 10.006 12.920 6.368
C 11.928 10.313 7.249
O 12.971 10.441 6.619
O 10.983 9.311 7.056
C 11.259 8.503 5.877
C 8.981 11.971 11.726
O 8.442 13.073 11.667
O 8.287 10.885 12.194
C 8.759 9.994 13.203
H 10.395 11.700 15.763
H 11.435 13.192 15.658
H 12.135 11.581 15.474
H 11.136 8.008 10.561
H 11.866 9.181 11.631
H 12.528 8.892 10.003
H 13.757 10.762 10.523
H 14.871 11.990 11.114
H 14.678 11.743 9.330
H 9.494 13.613 5.694
H 9.653 13.074 7.388
H 9.801 11.882 6.020
H 10.532 7.686 5.959
H 12.248 8.078 5.897
H 11.120 9.106 4.973
H 8.431 10.360 14.182
H 9.842 9.881 13.228
H 8.278 9.023 13.017
*
```

Löwdin atomic charge list, values in e, 5 entries: number 1, Ni, carries 0.6236; number 2, I, carries 0.9108; number 3, C, carries -0.6552; number 4, C, carries -0.2232; number 5, C, carries -0.6469